# 1
This record from OMol25 describes the molecule C24H23ClN6O2 at a distorted geometry. The level of theory is ωB97M-V/def2-TZVPD.

Output
energy relative to the best compared isomer or geometry (same formula, charge and spin)	0.020	eV
charge	0
SMILES string	O=C(c1ccco1)N1CCN([C@@H](c2ccc(Cl)cc2)c2nnnn2Cc2ccccc2)CC1

Element x y z (Å)
O 1.203 -3.890 1.195
C 0.378 -3.125 1.673
C -1.033 -3.252 1.265
C -1.590 -4.335 0.630
C -2.915 -3.973 0.311
C -3.070 -2.697 0.759
O -1.948 -2.253 1.340
N 0.740 -2.170 2.565
C -0.105 -1.152 3.134
C 0.009 0.120 2.266
N 1.294 0.209 1.589
C 1.413 -0.274 0.207
C 0.130 -0.388 -0.587
C -0.717 0.699 -0.769
C -1.890 0.568 -1.491
C -2.210 -0.659 -2.048
Cl -3.690 -0.841 -2.920
C -1.357 -1.742 -1.914
C -0.189 -1.600 -1.187
C 2.329 0.623 -0.564
N 3.024 0.220 -1.607
N 3.693 1.273 -2.049
N 3.458 2.294 -1.341
N 2.596 1.941 -0.379
C 2.133 2.907 0.579
C 0.921 3.659 0.082
C -0.166 3.868 0.921
C -1.280 4.550 0.464
C -1.318 5.023 -0.837
C -0.234 4.822 -1.676
C 0.884 4.148 -1.218
C 2.346 -0.337 2.429
C 2.145 -1.847 2.718
H -1.095 -5.262 0.429
H -3.647 -4.574 -0.186
H -3.901 -2.020 0.724
H 0.259 -0.960 4.149
H -1.137 -1.488 3.201
H -0.792 0.137 1.529
H -0.095 1.005 2.906
H 1.886 -1.265 0.175
H -0.470 1.658 -0.340
H -2.547 1.414 -1.618
H -1.604 -2.688 -2.369
H 0.476 -2.445 -1.087
H 2.960 3.609 0.734
H 1.906 2.385 1.510
H -0.140 3.493 1.935
H -2.120 4.708 1.123
H -2.190 5.549 -1.195
H -0.257 5.193 -2.689
H 1.732 3.995 -1.869
H 3.310 -0.174 1.945
H 2.337 0.230 3.364
H 2.473 -2.084 3.736
H 2.705 -2.476 2.023

The molecule's natural (NBO) atomic charges, reported in e, are given here:
1 O -0.6265
2 C 0.6319
3 C 0.1476
4 C -0.2259
5 C -0.3199
6 C 0.1197
7 O -0.4112
8 N -0.4239
9 C -0.2351
10 C -0.2367
11 N -0.4600
12 C -0.1347
13 C 0.0569
14 C -0.2375
15 C -0.2276
16 C -0.0288
17 Cl 0.0043
18 C -0.2320
19 C -0.2055
20 C 0.3378
21 N -0.3052
22 N -0.0577
23 N -0.0833
24 N -0.1921
25 C -0.2497
26 C -0.0647
27 C -0.2145
28 C -0.2091
29 C -0.2125
30 C -0.2142
31 C -0.1552
32 C -0.2361
33 C -0.2513
34 H 0.2467
35 H 0.2363
36 H 0.2115
37 H 0.1929
38 H 0.2377
39 H 0.2333
40 H 0.1873
41 H 0.2302
42 H 0.2339
43 H 0.2296
44 H 0.2339
45 H 0.2375
46 H 0.2362
47 H 0.2514
48 H 0.2104
49 H 0.2158
50 H 0.2168
51 H 0.2185
52 H 0.2258
53 H 0.2185
54 H 0.1977
55 H 0.2022
56 H 0.2485

---

# 2
This record from OMol25 describes a 3-piece molecular cluster, CH7NO4 overall at a distorted geometry. The level of theory is ωB97M-V/def2-TZVPD.

Output
energy relative to the best compared isomer or geometry (same formula, charge and spin)	0.326	eV
charge	0
SMILES string	NC(=O)O.O.O

Element x y z (Å)
N 0.476 -0.230 1.389
C 1.594 0.420 0.938
O 2.334 1.016 1.671
O 1.746 0.390 -0.404
H 0.387 -0.272 2.380
H 0.036 -0.943 0.814
H 1.377 -0.408 -0.815
O -1.403 -1.463 -0.353
H -2.143 -2.000 -0.542
H -1.429 -0.765 -1.043
O -1.098 1.096 -1.575
H -1.622 1.871 -1.332
H -0.253 1.289 -1.128

The molecule's natural (NBO) atomic charges, reported in e, are given here:
1 N -0.8683
2 C 0.8718
3 O -0.6116
4 O -0.7128
5 H 0.4022
6 H 0.4176
7 H 0.4906
8 O -0.9803
9 H 0.4778
10 H 0.5044
11 O -0.9632
12 H 0.4826
13 H 0.4892

---

# 3
This record from OMol25 describes the molecule H3OPS2 at a distorted geometry. The level of theory is ωB97M-V/def2-TZVPD.

Output
energy relative to the best compared isomer or geometry (same formula, charge and spin)	0.460	eV
charge	0
SMILES string	O[P@@H](=S)S

Element x y z (Å)
O 1.467 -0.006 0.424
P -0.035 -0.394 -0.077
S -1.271 -0.702 1.373
S -0.536 1.425 -1.191
H 1.991 -0.380 1.159
H 0.225 -1.479 -0.851
H -1.840 1.536 -0.838

The molecule's natural (NBO) atomic charges, reported in e, are given here:
1 O -1.0375
2 P 1.2145
3 S -0.5589
4 S -0.2858
5 H 0.5398
6 H -0.0505
7 H 0.1784